The following is a DFT calculation (the ωB97M-V functional and the def2-TZVPD basis) of a structure of composition C17H28BeCaN8O11.

```
66
Properties=species:S:1:pos:R:3:lowdin_charge:R:1
Be 2.8688 -5.6515 3.5495 0.3502
Ca -3.0513 -1.5935 5.8216 1.7425
C 0.0891 -1.7968 2.7974 -1.0177
O -0.5412 -0.7823 3.0842 0.0781
O 1.2083 -1.9544 2.2274 0.1694
O -0.2580 -2.7601 3.4111 0.1523
C -4.9578 3.7526 5.9932 -0.8376
O -5.0586 2.5780 5.9869 0.0306
N -4.0709 4.4463 5.3871 0.1688
N -5.8287 4.6046 6.5079 0.1628
H -4.2980 5.4227 5.2639 0.1248
H -3.4082 3.8675 4.8911 0.1239
H -6.7643 4.2371 6.6059 0.1253
H -5.6865 5.5932 6.3581 0.1127
C -1.8746 -8.4138 1.8972 -0.8726
O -0.9454 -8.4623 2.6366 0.0658
N -2.2714 -9.3914 1.1870 0.1703
N -2.6490 -7.4182 1.6994 0.1560
H -2.9465 -9.2483 0.4495 0.1204
H -2.1479 -10.2677 1.6738 0.1355
H -2.3758 -6.5404 2.1177 0.1074
H -3.2784 -7.2250 0.9336 0.1173
C -0.7684 -4.4949 -4.1872 -0.8059
O -1.4373 -4.0260 -5.0580 0.0660
N -0.6685 -5.7368 -3.9026 0.1684
N -0.2631 -3.6917 -3.2358 0.1333
H -0.1387 -6.1242 -3.1349 0.1158
H -1.3913 -6.2718 -4.3625 0.1290
H 0.0280 -3.9691 -2.3093 0.0900
H -0.6662 -2.7681 -3.3040 0.1036
C 3.1239 4.3274 3.3960 -0.7903
O 3.5859 5.4783 3.3854 0.0170
N 3.5880 3.4682 2.5713 0.1598
N 2.1036 3.9037 4.0998 0.1543
H 4.3739 3.7473 2.0016 0.1327
H 3.3363 2.5089 2.7622 0.1067
H 1.8563 2.9245 4.0922 0.1003
H 1.5501 4.6648 4.4664 0.1199
C 7.7594 -1.0744 -2.8396 0.0016
C 8.0412 -0.5195 -4.0997 0.0026
C 7.0112 0.0747 -4.8572 -0.2615
C 5.7195 -0.0191 -4.3698 0.0132
C 5.4979 -0.4262 -3.0081 -0.0020
C 6.5090 -0.9734 -2.1985 -0.2531
O 6.2548 -1.2664 -0.8392 0.0540
O 7.2309 0.6103 -6.1532 0.0603
H 8.6487 -1.4548 -2.3591 0.1174
H 9.0571 -0.5881 -4.4600 0.1199
H 4.8605 0.3637 -4.9009 0.1194
H 4.5114 -0.3155 -2.5826 0.1063
H 5.3069 -1.2127 -0.6970 0.0921
H 8.0654 0.2307 -6.4379 0.0997
C -5.0058 3.3126 -2.0987 0.0100
C -5.1827 4.5343 -2.6980 0.0111
C -4.1426 5.4363 -2.5910 -0.3142
C -2.9564 5.1609 -2.0251 -0.0254
C -2.7459 3.9493 -1.3810 0.0068
C -3.7936 3.0056 -1.4121 -0.2867
O -3.6725 1.7409 -0.9242 0.0575
O -4.4728 6.7239 -2.9789 0.0749
H -5.6766 2.5155 -2.3836 0.1238
H -6.1612 4.6976 -3.1249 0.1334
H -2.1642 5.8929 -2.0796 0.1292
H -1.7919 3.7756 -0.9055 0.1157
H -3.0371 1.7255 -0.2048 0.1025
H -3.6365 7.1629 -3.1503 0.1048
```

- Frontier orbital gap: 1.379 eV
- LUMO energy: -9.95 eV
- HOMO energy: -11.3 eV
- Total charge: +2


The following is a DFT calculation (the ωB97M-V functional and the def2-TZVPD basis) of a structure of composition C17H28BeN6O6Se.

```
59
Properties=species:S:1:pos:R:3:lowdin_charge:R:1
O -0.9902 -0.3332 -5.3738 0.0052
H -0.5568 -0.8536 -6.0777 0.1653
Be -0.1563 0.2627 -1.3462 -0.0764
N 1.2127 -0.8521 -2.5566 -0.1264
N -0.3260 -1.5001 -0.7234 -0.0772
N 0.8442 1.7058 -1.4600 0.0152
N -0.8508 1.0286 0.0028 0.0219
O 1.2837 -0.4225 -3.7649 -0.2381
O 1.9259 1.9236 -2.3247 -0.0054
O -1.9377 0.5061 0.6961 -0.0381
O -1.3358 -1.8581 0.0540 -0.2301
C 0.2638 -2.5464 -1.3164 -0.2599
C 1.1871 -2.1775 -2.3281 -0.2647
C 0.4163 2.7459 -0.7366 -0.2242
C -0.6609 2.3543 0.1096 -0.2129
C 1.9854 -3.1881 -3.0919 -0.0213
H 2.0386 -2.9216 -4.1459 0.0661
H 1.5525 -4.1787 -2.9913 0.0551
H 3.0116 -3.2843 -2.7229 0.0888
C -0.1235 -3.9169 -0.8635 -0.0216
H -1.2205 -4.0041 -0.8363 0.0831
H 0.2495 -4.1277 0.1536 0.0954
H 0.2683 -4.7153 -1.5051 0.0634
C 1.0579 4.0987 -0.6476 0.0038
C -1.3819 3.2073 1.0873 0.0040
H 1.7561 4.2492 -1.4828 0.0837
H 1.6333 4.1458 0.2956 0.1016
H 0.3085 4.9117 -0.6255 0.0903
H -2.1347 2.5919 1.5880 0.0820
H -1.8773 4.0551 0.5916 0.0944
H -0.6797 3.5910 1.8449 0.0997
H 1.8782 1.1319 -2.9238 0.0710
H -1.8779 -0.5011 0.4024 0.0523
C -2.3852 -0.5128 -5.4424 -0.0333
H -2.6633 -1.4397 -5.8679 0.0941
H -2.7680 0.3762 -5.8906 0.0954
H -2.7004 -0.4974 -4.3942 0.0984
O -1.0658 0.1476 -2.5247 -0.2047
H -0.2166 -0.3072 -4.5054 0.2225
H -1.7505 0.7973 -2.7910 0.0425
C 2.7755 0.8971 3.5821 -0.0634
N 1.5185 0.2780 3.2375 -0.0958
C 1.2490 -0.2774 2.0177 -0.7237
Se 2.4221 -0.2791 0.6329 0.7344
N -0.0319 -0.7538 2.1209 0.1176
C -0.5494 -0.5365 3.3879 -0.1793
C -1.7746 -0.8171 3.9713 -0.0045
C -1.9555 -0.4434 5.3116 -0.0889
C -0.9329 0.2109 6.0318 -0.0980
C 0.2889 0.5222 5.4322 -0.0184
C 0.4362 0.1413 4.1049 -0.1650
H 2.9997 0.6698 4.6251 0.0855
H 2.7360 1.9841 3.4557 0.0952
H 3.5580 0.4961 2.9311 0.0329
H -0.5321 -1.3142 1.4007 0.0891
H -2.5357 -1.3115 3.3667 0.1188
H -2.8968 -0.6595 5.8174 0.0986
H -1.1082 0.4733 7.0727 0.0969
H 1.1194 1.0276 5.9349 0.1075
```

- Frontier orbital gap (spin up / spin down): 6.076 / 6.084 eV
- LUMO energy (spin up / spin down): -0.11 / -0.11 eV
- HOMO energy (spin up / spin down): -6.2 / -6.2 eV
- Total charge: 0
- Relative energy (zero: lowest compared OMol25 entry of this formula, charge and spin): 9.24 kcal/mol


The following is a DFT calculation (the ωB97M-V functional and the def2-TZVPD basis) of a structure of composition C17H28BrF2KLiN3NaO8.

```
62
Properties=species:S:1:pos:R:3:lowdin_charge:R:1
C 0.2137 -3.4082 3.1768 -0.2468
C 0.3562 -4.0215 4.2306 -0.1799
C 0.7024 -4.5204 5.6758 -0.1679
C -0.0274 -3.5473 6.7417 -0.1432
C 0.6459 -2.1114 6.6867 -0.1495
O -0.3368 -1.0130 6.5733 -0.0503
C 0.4000 0.0868 6.0876 -0.5872
O 0.2777 0.4919 4.9330 0.0025
O 1.2487 0.7212 6.9715 0.0927
H -0.0387 -2.5907 2.4627 0.0026
H 0.3413 -5.5814 5.7857 0.1105
H 1.8120 -4.4170 5.8726 0.1187
H -1.1222 -3.5176 6.4572 0.1207
H 0.1357 -4.0178 7.7539 0.1103
H 1.2695 -1.8779 7.6072 0.1330
H 1.3756 -2.0437 5.8155 0.1022
H 2.0107 0.1353 7.1516 0.1278
F 2.3527 -0.0538 4.4597 -0.6692
Na -1.8652 1.1050 5.2902 0.6885
N 0.2261 4.1076 2.7183 0.2826
H 0.9622 4.7954 2.5493 0.1501
H -0.0877 3.6963 1.8013 0.0942
H 0.5912 3.3576 3.3166 0.1327
H -0.5637 4.5605 3.1800 0.1324
C 0.9982 1.5549 0.9257 -0.4052
O 0.0529 2.2857 0.2774 -0.4308
H 1.9266 1.3136 0.3665 0.0505
H 1.4297 1.9986 1.8508 0.0336
H 0.6973 0.5566 1.2948 0.0494
F -0.3340 -1.2033 -5.2428 0.1004
C -1.0170 -0.3534 -4.4711 -0.2624
C -2.3632 -0.1444 -4.7139 0.0208
C -3.0708 0.7352 -3.9062 -0.1238
C -2.4262 1.4065 -2.8705 -0.0988
C -1.0771 1.1958 -2.6365 -0.1275
C -0.3671 0.3031 -3.4392 -0.1512
H -2.8485 -0.6682 -5.5283 0.1350
H -4.1304 0.8972 -4.0864 0.0252
H -2.9801 2.0994 -2.2392 0.0725
H -0.5715 1.7264 -1.8241 0.0700
H 0.6882 0.1155 -3.2654 0.0716
Li -4.7984 2.3322 -3.4135 0.4851
Br 2.2682 -2.1067 3.0161 0.2838
K 1.2381 2.1160 -3.5963 0.9931
C -0.4120 -6.2804 0.7813 -0.6967
O -0.3388 -6.4395 1.9834 0.0287
N 0.2527 -5.2816 0.1348 0.1513
N -1.1637 -7.0855 -0.0253 0.1390
H 0.2083 -5.1310 -0.8553 0.0847
H 0.8186 -4.6671 0.6992 0.0870
H -1.6680 -7.8339 0.4171 0.1011
H -1.2360 -6.9701 -1.0187 0.0850
C 1.4140 5.8125 -8.8867 -0.1174
C 0.5809 4.5736 -8.7205 -0.1244
O 0.5539 4.3985 -7.3047 0.0426
C 0.7856 5.6186 -6.7436 -0.5594
O 0.6653 5.8571 -5.5806 0.1510
O 1.1691 6.5243 -7.6755 0.0768
H 1.1163 6.4035 -9.7518 0.1404
H 2.4823 5.5935 -8.9575 0.1382
H -0.4426 4.7052 -9.0800 0.1374
H 1.0194 3.7058 -9.2121 0.1361
```

- Frontier orbital gap: 1.370 eV
- LUMO energy: -4.09 eV
- HOMO energy: -5.5 eV
- Total charge: +1


The following is a DFT calculation (the ωB97M-V functional and the def2-TZVPD basis) of a structure of composition C17H28CeNO2P2S.

```
52
Properties=species:S:1:pos:R:3:lowdin_charge:R:1
Ce 0.0789 0.4948 0.3883 0.9154
P 2.3438 -1.1617 0.2766 0.7398
C 2.4046 -1.4734 -1.5203 -0.2686
C 1.0376 -1.6843 -2.1575 -0.3002
N -0.0817 -1.0889 -1.6532 -0.0277
C -1.2553 -1.3390 -2.3010 -0.2981
C -1.3262 -2.1362 -3.4304 0.0034
C -0.1770 -2.7080 -3.9687 0.0242
C 1.0176 -2.4635 -3.3012 0.0034
C -2.5745 -0.7661 -1.8143 -0.2703
P -2.4236 0.7602 -0.8363 0.7367
H 1.9636 -2.8688 -3.6581 0.1361
H -2.3028 -2.3023 -3.8831 0.1363
H -0.2120 -3.3201 -4.8606 0.1342
H -3.1634 -0.5411 -2.7116 0.1088
H -3.0940 -1.5395 -1.2296 0.1199
H 2.8939 -0.6251 -2.0374 0.1240
H 2.9751 -2.3979 -1.6909 0.1111
H 1.6587 4.0212 -2.3196 0.0344
O 2.1275 3.3336 -2.8281 -0.0882
H 2.4243 3.8192 -3.6302 0.0643
H -1.2842 4.7556 -0.1019 0.0342
O -1.0552 5.3103 -0.8787 -0.0762
H -1.4397 6.1792 -0.6634 0.0607
C -2.5711 2.0377 -2.1000 -0.2245
H -3.5536 1.9915 -2.5838 0.0749
H -2.4093 3.0330 -1.6456 0.0472
H -1.7861 1.9411 -2.8726 0.0739
C -3.9260 0.8612 0.1567 -0.2350
H -3.8477 1.7622 0.7973 0.0670
H -4.8149 0.9217 -0.4802 0.0701
H -4.0097 -0.0010 0.8478 0.0680
C 2.3713 -2.7994 1.0074 -0.2286
H 3.3020 -3.3245 0.7702 0.0724
H 2.2592 -2.7002 2.1024 0.0579
H 1.5179 -3.4154 0.6766 0.0694
C 3.9619 -0.4452 0.6602 -0.2229
H 3.9599 -0.1654 1.7301 0.0602
H 4.7566 -1.1699 0.4538 0.0716
H 4.1389 0.4908 0.0967 0.0714
S 0.3522 2.1280 2.5453 0.5679
C -0.0395 0.7748 3.5729 -0.7420
C 0.9915 -0.1213 3.9388 -0.1385
C 0.7426 -1.1481 4.8447 -0.0701
C -0.5285 -1.2917 5.4126 -0.0537
C -1.5801 -0.4629 4.9919 -0.0601
C -1.3516 0.5457 4.0613 -0.1059
H 1.9698 -0.0176 3.4644 0.0884
H 1.5440 -1.8429 5.1082 0.1173
H -0.7010 -2.0532 6.1855 0.1224
H -2.5815 -0.6262 5.3921 0.1190
H -2.1745 1.1364 3.6605 0.1042
```

- Multiplicity: 2
- Frontier orbital gap (spin up / spin down): 6.743 / 6.816 eV
- LUMO energy (spin up / spin down): -6.88 / -6.80 eV
- HOMO energy (spin up / spin down): -13.6 / -13.6 eV
- Total charge: +2